[1]
C25H33BGeN8PtS3 | ωB97M-V/def2-TZVPD

Element x y z (Å)
Pt 0.04510 0.78878 -0.72082
N 4.38337 0.53268 1.22605
C 3.11220 0.54723 0.73274
S 2.96755 -0.37556 -0.74118
N 2.25559 1.24760 1.41158
N 1.03570 1.57770 0.87135
C 0.47659 2.63585 1.40698
C 1.05033 3.38016 2.55754
C 1.08700 2.79986 3.82256
C 1.57832 3.51397 4.90204
C 2.04520 4.81133 4.72680
C 2.00977 5.39372 3.46954
C 1.50528 4.68248 2.38897
C -0.74671 3.12454 0.76513
C -1.50100 4.18547 1.25335
C -2.63326 4.57362 0.56151
C -2.98874 3.89804 -0.59822
C -2.19879 2.84816 -1.02778
N -1.10189 2.47984 -0.36273
H 4.94514 -0.28383 1.05649
H 4.52680 1.03386 2.08853
H 0.73516 1.78453 3.94965
H 1.60040 3.05761 5.88327
H 2.43327 5.36675 5.57073
H 2.37287 6.40332 3.32749
H 1.47316 5.13726 1.40583
H -1.19937 4.68211 2.16409
H -3.23987 5.39052 0.92892
H -3.87075 4.16676 -1.16113
H -2.43546 2.26056 -1.90577
C -3.95590 -2.63809 1.15086
N -3.31969 -2.93003 -0.11673
C -3.42519 -4.12773 -0.79891
C -2.90792 -3.91569 -2.02524
N -2.49642 -2.59904 -2.11466
B -2.16454 -1.91938 -3.49020
N -0.60868 -1.77181 -3.70761
C 0.19751 -2.78994 -4.16556
C 1.42528 -2.28521 -4.42438
N 1.36901 -0.94369 -4.11183
C 2.43903 0.01977 -4.29764
C 0.12464 -0.64743 -3.66534
S -0.33962 0.91420 -3.12088
C -2.77507 -1.98970 -0.94240
S -2.55579 -0.36817 -0.48135
H -4.11264 -3.57333 1.68465
H -4.91368 -2.14194 0.98844
H -3.32780 -1.97270 1.73572
H -3.83432 -5.01124 -0.34270
H -2.79475 -4.59063 -2.85393
H -2.67189 -0.83906 -3.54328
H -2.54686 -2.69070 -4.34054
H -0.18210 -3.78812 -4.29021
H 2.32053 -2.74670 -4.80069
H 3.38476 -0.51676 -4.33275
H 2.44215 0.71456 -3.46249
H 2.29439 0.57529 -5.22355
C 2.57642 -2.54851 1.79708
Ge 0.92722 -2.14743 0.80827
C -0.36954 -1.54008 2.13964
C 0.32583 -3.82366 -0.00183
C 1.22967 -0.86612 -0.69611
H 2.36422 -3.37347 2.48047
H 2.90505 -1.69617 2.39111
H 3.38342 -2.85391 1.13166
H -0.07486 -1.89548 3.12943
H -1.34940 -1.94258 1.89757
H -0.44878 -0.45462 2.14818
H 0.15688 -4.58836 0.75832
H 1.07933 -4.19364 -0.70024
H -0.60261 -3.67244 -0.55123
H 1.10975 -1.47510 -1.59266

Force components x, y, z for each atom (eV/Å):
0.39 0.11 -0.28
-0.05 0.05 0.02
-0.08 -0.07 0.04
0.04 0.06 -0.12
-0.07 0.12 0.09
-0.23 0.23 0.21
0.22 -0.25 -0.09
-0.01 -0.06 -0.03
0.01 -0.02 -0.05
0.02 0.03 0.02
-0.02 -0.03 0.02
-0.01 0.00 -0.02
0.05 0.02 -0.02
0.10 -0.09 0.05
0.00 0.00 0.03
-0.03 -0.03 -0.06
0.02 0.02 0.05
-0.02 0.02 0.04
-0.15 0.10 -0.11
-0.02 0.00 -0.01
-0.01 0.00 0.00
-0.01 -0.03 0.01
0.00 0.00 0.00
0.00 0.00 0.00
0.00 0.00 0.00
0.01 0.00 0.00
-0.02 -0.01 0.00
0.00 0.01 0.00
0.00 0.00 0.00
0.01 0.01 0.01
0.01 -0.02 -0.01
-0.11 0.02 -0.11
0.07 -0.03 0.01
0.05 -0.04 0.05
-0.17 0.05 -0.17
0.04 -0.05 0.11
0.07 0.09 0.06
0.00 0.05 -0.03
-0.01 -0.03 0.01
-0.05 -0.01 -0.01
0.01 -0.04 0.04
-0.08 -0.12 -0.09
0.02 -0.08 0.18
0.06 0.06 0.23
-0.09 -0.08 -0.01
0.01 0.00 0.00
-0.01 -0.01 0.01
-0.03 0.00 -0.01
-0.01 0.00 0.00
-0.02 0.01 -0.01
0.00 0.01 -0.01
0.02 0.00 -0.01
0.00 0.00 0.00
0.00 0.00 0.00
0.00 0.00 -0.01
-0.01 0.02 0.01
0.00 0.00 0.00
0.02 -0.03 -0.05
-0.11 0.05 -0.05
0.02 -0.05 0.04
0.00 -0.01 -0.02
-0.07 -0.08 0.15
-0.01 0.01 0.00
0.02 0.03 0.01
0.03 0.01 0.00
0.02 0.02 -0.01
0.01 0.04 0.01
-0.01 0.03 0.02
0.00 0.01 0.01
0.00 0.00 0.00
-0.02 -0.01 -0.03
0.14 -0.03 -0.09

The value obtained for the frontier orbital gap is 5.888 eV. The HOMO energy comes out at -6.429 eV. Its net charge is 0. The LUMO energy is -0.541 eV.



[2]
C12H9ClN5O4S | ωB97M-V/def2-TZVPD

Element x y z (Å)
Cl -0.07264 2.18348 -0.18166
C 0.93689 0.84041 0.18808
S 0.42613 -0.19698 1.52408
C 1.79593 -0.43291 2.69737
C 2.65592 -1.52755 2.56225
C 3.61933 -1.79800 3.54520
C 3.75128 -0.96051 4.65194
C 2.90238 0.13850 4.78810
C 1.93531 0.41032 3.80942
O -0.51182 0.57716 2.30909
O 0.07823 -1.52165 1.06555
H 1.98952 1.12499 0.35278
H 2.57060 -2.16698 1.68428
H 4.27646 -2.65950 3.42004
H 4.49691 -1.17890 5.41270
H 3.00786 0.80505 5.64643
H 1.29657 1.28661 3.92296
O 0.62480 -0.17630 -4.02924
N -0.38880 -0.91192 -4.11596
C -1.53160 -0.46300 -3.38747
C -1.32520 0.66111 -2.60708
N -2.45937 1.41122 -2.35195
N -2.55019 2.58411 -1.67151
N -3.81128 2.95682 -1.69966
N -4.58350 2.07128 -2.38214
C -3.73553 1.08511 -2.78215
C -3.92709 -0.14742 -3.43152
C -2.83797 -0.93406 -3.71229
O -0.42366 -1.93007 -4.84630
H -0.35871 1.10152 -2.40567
H -4.95212 -0.34706 -3.74531
H -2.89462 -1.88491 -4.23034

Force components x, y, z for each atom (eV/Å):
-0.31 0.84 0.50
1.73 -1.97 0.46
0.61 2.23 -0.81
0.49 -0.31 0.05
0.12 0.11 0.19
-0.13 0.21 -0.34
-0.27 -0.13 -0.13
-0.09 0.06 -0.44
0.17 -0.02 0.10
-1.10 -0.43 0.55
-0.04 -0.36 0.28
-0.52 -0.09 -0.12
-0.11 0.09 0.26
-0.15 0.21 0.08
-0.09 0.06 -0.10
-0.08 -0.19 -0.24
0.01 -0.35 -0.15
-1.82 -1.72 -0.34
3.16 -0.53 -1.21
-0.82 1.33 0.82
-1.04 0.33 -1.23
-0.78 -0.18 0.43
-1.07 0.70 -0.05
1.38 -1.60 -0.92
1.46 -1.01 -0.12
0.04 1.31 1.09
-0.14 -0.38 -0.54
-0.17 0.32 -0.10
-0.52 1.81 1.61
-0.13 -0.16 0.36
0.41 -0.39 0.12
-0.19 0.19 -0.05

The value obtained for the frontier orbital gap is 4.355 eV. The HOMO energy comes out at -3.174 eV. Its net charge is -1. The LUMO energy is 1.181 eV.



[3]
C2H8NOPS | ωB97M-V/def2-TZVPD

Element x y z (Å)
C 0.91954 0.29294 2.24001
C -0.31078 0.75180 1.63871
N -0.44730 -1.16601 -0.39142
O -0.42722 1.02069 -1.59707
P -0.13426 0.51726 -3.16407
S -0.99990 0.34324 0.18230
H 0.60274 -0.07129 3.28253
H 1.76964 1.08312 2.38961
H 1.30669 -0.54970 1.62940
H -0.89933 1.45417 2.00605
H -1.06397 -1.45654 -1.12700
H 0.47225 -1.25279 -0.77804
H -1.29199 -0.17772 -3.37663
H 0.50391 -0.78917 -2.93438

Force components x, y, z for each atom (eV/Å):
1.86 -0.17 1.59
0.97 -3.47 -4.59
-0.54 -0.26 2.02
0.57 0.79 -1.11
0.75 0.17 2.51
0.75 -0.53 -0.43
0.85 0.30 -1.33
-1.63 -1.31 -0.36
0.01 0.41 0.72
-2.43 3.33 1.84
-0.54 0.10 -0.19
0.67 0.67 0.08
-1.31 -0.61 -0.53
0.03 0.58 -0.20

The value obtained for the frontier orbital gap (alpha / beta) is 8.473 / 8.473 eV. The HOMO energy (alpha / beta) comes out at -8.198 / -8.198 eV. Its net charge is 0. The LUMO energy (alpha / beta) is 0.275 / 0.275 eV.



[4]
C18H20MnN6SSe | ωB97M-V/def2-TZVPD

Element x y z (Å)
Mn -0.27190 -0.13518 -0.07762
C 2.08866 1.29763 0.97367
C 1.28154 2.36250 0.25425
N -0.13895 1.90622 0.06253
C -0.81414 2.52519 -1.12571
C -0.15352 2.08348 -2.42339
S 0.33044 0.31669 -2.36892
C 2.15729 0.35192 -2.13273
C 2.64190 -0.34718 -0.86214
N 1.85942 -0.04335 0.36523
H 3.14811 1.56312 0.96125
H 1.78345 1.23302 2.01960
H 1.28679 3.29407 0.82121
H 1.69357 2.58809 -0.72345
H -0.65788 2.20795 0.88541
H -1.85927 2.21124 -1.10278
H -0.79689 3.61420 -1.03849
H -0.84839 2.18658 -3.25618
H 0.73857 2.65247 -2.68008
H 2.58020 -0.15545 -2.99947
H 2.46890 1.39162 -2.19400
H 2.60408 -1.42815 -0.99669
H 3.69341 -0.08375 -0.71928
H 2.13649 -0.73869 1.05518
Se -3.94802 -5.90381 3.11591
N -2.85406 -5.77829 1.73190
C -2.52576 -4.51361 1.61997
C -1.63858 -4.00678 0.58646
C -1.05994 -4.81169 -0.40278
C -0.24117 -4.23463 -1.35266
C -0.00424 -2.86941 -1.30465
N -0.54005 -2.08595 -0.35813
C -1.35675 -2.64447 0.57875
C -1.93253 -1.74281 1.55643
N -1.60127 -0.42435 1.43865
C -2.13849 0.44473 2.30425
C -3.00604 0.05624 3.31431
C -3.33627 -1.27659 3.44299
C -2.79355 -2.20555 2.54658
C -3.09230 -3.62753 2.58534
N -3.88567 -4.17371 3.47535
H -1.27313 -5.87395 -0.40929
H 0.21142 -4.82365 -2.13805
H 0.61535 -2.39575 -2.05340
H -1.88326 1.49044 2.20158
H -3.41062 0.80339 3.98262
H -4.00953 -1.62184 4.21842

Force components x, y, z for each atom (eV/Å):
0.04 0.04 0.05
0.02 0.00 0.00
-0.05 0.01 0.00
-0.01 -0.01 0.00
0.00 0.01 0.05
0.01 0.00 -0.03
0.02 -0.01 0.00
-0.01 0.00 -0.01
0.03 0.00 0.00
-0.07 0.00 -0.04
0.00 0.00 0.01
0.00 0.00 0.00
0.01 0.00 0.00
0.02 0.00 0.00
-0.02 0.02 -0.01
0.00 0.00 -0.01
0.00 0.00 -0.01
0.00 0.01 0.00
0.00 0.00 0.00
0.00 0.00 0.00
0.00 0.00 0.01
0.00 0.00 0.00
0.00 0.00 0.01
-0.02 0.00 0.01
0.02 0.00 0.00
-0.04 0.05 0.01
0.05 -0.09 -0.03
0.01 0.02 -0.01
-0.02 -0.01 0.02
0.02 0.03 -0.01
-0.03 -0.04 0.00
-0.01 0.00 0.02
-0.01 0.00 0.02
-0.01 -0.01 -0.01
0.06 -0.05 -0.04
0.00 -0.01 0.01
0.01 0.02 -0.02
-0.01 -0.04 0.01
0.00 0.03 -0.02
-0.07 0.03 0.05
0.03 -0.01 -0.03
0.00 0.00 0.00
0.00 0.00 0.00
0.01 -0.01 -0.01
0.00 0.01 0.02
0.00 0.00 0.00
0.00 0.01 0.00

The value obtained for the frontier orbital gap (alpha / beta) is 5.173 / 6.396 eV. The HOMO energy (alpha / beta) comes out at -17.234 / -17.240 eV. Its net charge is +3. The LUMO energy (alpha / beta) is -12.061 / -10.844 eV. As for the spin multiplicity: 5.



[5]
C29H35F5N3OSTeTi | ωB97M-V/def2-TZVPD

Element x y z (Å)
Ti 1.53457 -0.93704 2.82500
N 1.76260 -1.28612 5.11578
C 2.93934 -1.88730 5.78134
C 4.23746 -1.62610 5.03135
C 4.36506 -2.42857 3.74226
N 3.56733 -1.84006 2.65338
H 1.62915 -0.33216 5.44618
H 0.93149 -1.79891 5.39370
H 2.76742 -2.96365 5.83509
H 3.02331 -1.52531 6.80837
H 5.06557 -1.89500 5.69076
H 4.34046 -0.55789 4.81556
H 4.01435 -3.44971 3.90541
H 5.41660 -2.49226 3.45157
H 3.50899 -2.47671 1.86425
H 4.03123 -1.01002 2.29396
F -5.16919 -1.15248 3.60472
C -3.93571 -1.57520 3.33147
C -2.83888 -0.81500 3.69061
F -2.99503 0.35650 4.31026
C -1.58072 -1.29282 3.39557
F -0.51063 -0.49825 3.75585
C -1.31778 -2.48737 2.74482
S 0.30762 -3.00871 2.35659
C -2.45108 -3.22731 2.40514
F -2.31405 -4.39659 1.78124
C -3.73221 -2.78631 2.68564
F -4.78530 -3.52457 2.33917
C 2.77850 2.09698 0.88735
C 2.40425 0.86015 1.65059
O 2.49335 0.90768 2.97104
N 1.96554 -0.23886 1.09466
Te 0.11558 -0.67047 -1.45340
C -1.01581 -0.74175 -3.28632
C -2.31136 -0.22818 -3.37884
C -3.02511 0.38094 -2.20276
C -2.97903 -0.27963 -4.60140
C -2.40465 -0.84406 -5.72786
C -3.13921 -0.89536 -7.04048
C -1.12859 -1.38028 -5.60940
C -0.42553 -1.34578 -4.41088
C 0.94868 -1.96634 -4.37528
C -0.05581 1.43127 -1.23773
C -0.73247 1.95380 -0.12379
C -1.23281 1.07549 0.98511
C -0.89400 3.33188 -0.01293
C -0.40755 4.20102 -0.97644
C -0.61544 5.68842 -0.86334
C 0.27973 3.66770 -2.05667
C 0.47044 2.29913 -2.20524
C 1.24951 1.79351 -3.38620
H 3.69233 2.53024 1.29565
H 1.97809 2.83219 1.00307
H 2.89098 1.86843 -0.16956
H -2.87669 -0.22424 -1.30676
H -4.09411 0.45610 -2.39938
H -2.64755 1.38222 -1.98594
H -3.98318 0.12636 -4.66414
H -4.12386 -0.43658 -6.95872
H -3.27240 -1.92573 -7.37477
H -2.58335 -0.36883 -7.81831
H -0.66655 -1.84636 -6.47393
H 1.18690 -2.41330 -5.34036
H 1.02053 -2.74396 -3.61445
H 1.70872 -1.22059 -4.13942
H -0.35323 0.72798 1.52520
H -1.73647 0.18760 0.60475
H -1.89313 1.61680 1.66363
H -1.42314 3.72968 0.84700
H -1.12997 5.94490 0.06198
H -1.21322 6.06012 -1.69728
H 0.33716 6.22084 -0.88111
H 0.68556 4.33884 -2.80738
H 1.72374 2.61980 -3.91610
H 0.60239 1.26229 -4.08703
H 2.02026 1.09286 -3.06146

Force components x, y, z for each atom (eV/Å):
0.20 -0.40 -0.64
0.00 0.18 0.07
0.04 0.01 -0.04
0.00 -0.04 0.01
0.00 0.01 0.06
0.00 -0.05 -0.06
0.08 0.00 0.02
-0.03 0.03 -0.03
0.00 -0.01 -0.01
-0.01 0.01 -0.01
-0.01 -0.01 -0.01
-0.02 0.00 -0.01
-0.02 0.01 0.01
-0.01 0.00 -0.02
0.03 0.00 0.00
0.03 0.00 0.03
0.01 0.00 0.00
0.02 -0.05 -0.03
0.01 0.07 0.05
-0.01 -0.02 -0.01
0.04 -0.06 -0.11
-0.04 0.12 -0.05
-0.06 0.08 -0.01
-0.05 -0.18 0.17
0.05 0.00 -0.03
-0.02 0.02 0.01
-0.02 0.02 0.02
0.01 0.01 0.01
-0.04 0.05 0.05
-0.15 -0.11 0.08
0.08 0.17 0.13
-0.10 0.18 0.29
-0.03 -0.08 -0.27
0.30 -0.13 0.13
-0.05 0.07 0.09
0.02 0.01 -0.02
0.01 -0.01 -0.04
-0.04 0.01 0.00
0.02 0.01 0.02
0.02 -0.02 0.04
-0.04 0.01 -0.05
-0.06 0.06 0.01
-0.18 0.07 0.20
0.11 0.00 -0.20
0.01 0.06 -0.05
-0.03 -0.03 0.00
-0.04 0.13 0.05
0.02 -0.04 0.01
0.04 0.01 -0.05
0.02 -0.11 0.05
-0.01 0.05 -0.05
-0.01 -0.01 0.00
0.01 0.01 -0.02
0.00 0.00 -0.01
0.00 0.01 0.00
-0.01 0.00 -0.01
-0.01 -0.01 0.02
-0.01 0.00 0.00
0.00 0.00 0.00
0.00 0.00 0.00
-0.01 0.00 -0.01
0.00 0.00 -0.01
0.00 0.01 0.01
0.00 -0.02 0.01
0.04 0.02 0.03
-0.07 -0.08 0.21
-0.07 0.02 0.02
0.05 0.01 0.00
0.01 0.01 0.00
0.00 0.01 0.00
0.00 0.01 0.00
0.00 0.00 0.00
0.00 -0.02 -0.01
-0.01 -0.01 0.00
0.01 -0.01 -0.01
0.01 -0.02 -0.02

The value obtained for the frontier orbital gap (alpha / beta) is 7.081 / 7.083 eV. The HOMO energy (alpha / beta) comes out at -7.105 / -7.106 eV. Its net charge is 0. The LUMO energy (alpha / beta) is -0.024 / -0.023 eV. As for the spin multiplicity: 2.



Number 1: total energy -4826.24146 a.u.. Number 2: total energy -1895.63206 a.u.. Number 3: total energy -950.40105 a.u.. Number 4: total energy -4976.15540 a.u.. Number 5: total energy -3380.63678 a.u..